# 1
The following is a quantum chemistry calculation of C6H8N2O as an isolated structure at a distorted geometry, from OMol25.

Properties
LUMO energy, eV: 0.8
Total charge: 0
Orbital gap, eV: 9.19
E_HOMO, eV: -8.43
2S+1: 1
Electronic energy, a.u.: -418.0359

Structure (XYZ):
```
17
C6H8N2O | OMol25 | ωB97M-V with the def2-TZVPD basis set
C -2.8779 0.7153 -0.2413
C -2.9836 -0.3123 0.6953
C -0.9533 -0.0093 0.1388
C 2.0164 0.7450 -0.2803
C 1.7189 -0.4019 -1.1720
C 1.0756 -0.2715 0.1776
N -1.5902 0.8203 -0.6458
N -1.7330 -0.7689 0.9520
O 1.4768 -1.0804 1.1788
H -3.7212 1.2432 -0.5649
H -3.9798 -0.6647 1.1855
H 2.9372 1.0188 0.1209
H 1.6451 1.7900 -0.5264
H 1.0665 -0.0727 -1.9702
H 2.5063 -1.1099 -1.1423
H -1.4792 -1.6217 1.2841
H 2.2369 -0.6242 1.6294
```



# 2
The following is a quantum chemistry calculation of a 2-piece molecular cluster, C6H8N2O2 overall at a distorted geometry, from OMol25.

Properties
LUMO energy, eV: 0.1
Total charge: 0
Orbital gap, eV: 8.26
E_HOMO, eV: -8.21
2S+1: 1
Electronic energy, a.u.: -493.2717

Structure (XYZ):
```
18
C6H8N2O2 | OMol25 | ωB97M-V with the def2-TZVPD basis set
C 3.3695 -0.9864 0.0300
C 2.0392 -0.9356 0.3313
C 2.7374 1.0245 -0.3515
C -0.3160 1.0324 0.3550
C -1.3316 0.1527 -0.1662
C -3.6233 -0.2494 -0.1949
N 3.7854 0.2426 -0.3926
N 1.6752 0.3471 0.0835
O -0.9305 0.2023 1.2079
O -2.5611 0.6628 -0.4450
H 4.0558 -1.8065 0.0802
H 1.3478 -1.6677 0.6965
H 2.7297 2.0581 -0.6265
H -0.2162 2.0915 0.4738
H -1.0520 -0.7671 -0.6788
H -3.5449 -0.6714 0.8121
H -3.6231 -1.0591 -0.9341
H -4.5413 0.3293 -0.2808
```



# 3
The following is a quantum chemistry calculation of a 2-piece molecular cluster, C6H8N2O2 overall at a distorted geometry, from OMol25.

Properties
LUMO energy, eV: -0.2
SMILES: N#CC1=CN(C=O)CC1.O
Total charge: 0
Orbital gap, eV: 8.82
E_HOMO, eV: -9.05
2S+1: 1
Electronic energy, a.u.: -493.3193

Structure (XYZ):
```
18
C6H8N2O2 | OMol25 | ωB97M-V with the def2-TZVPD basis set
O 2.5099 1.5294 2.1295
C 2.2173 0.4282 1.6968
N 1.3783 0.2178 0.6491
C 1.0743 -1.1086 0.0781
C 0.1228 -0.7954 -1.1009
C -0.2598 0.6517 -0.8375
C 0.6245 1.1969 0.0238
C -1.5565 1.2021 -1.1121
N -2.4172 2.0105 -0.9403
H 2.7713 -0.4860 1.9838
H 2.0040 -1.5659 -0.2815
H 0.6091 -1.7504 0.8355
H 0.5944 -0.9316 -2.0825
H -0.7291 -1.4896 -1.0908
H 0.6785 2.2257 0.3733
H -3.5011 0.5282 0.1101
O -3.3632 -0.5621 -0.1602
H -2.7575 -1.3009 -0.2742
```



# 4
The following is a quantum chemistry calculation of an isolated molecule of C6H8N2O2 at a distorted geometry, from OMol25.

Properties
LUMO energy, eV: -0.2
SMILES: C[C@H]1N=CC=C[C@@H]1[N+](=O)[O-]
Total charge: 0
Orbital gap, eV: 9.54
E_HOMO, eV: -9.77
2S+1: 1
Electronic energy, a.u.: -493.2579

Structure (XYZ):
```
18
C6H8N2O2 | OMol25 | ωB97M-V with the def2-TZVPD basis set
C -0.9960 1.9920 0.2943
C 0.3121 1.6490 0.4809
C -1.9707 0.9424 -0.0392
C 0.6840 0.1920 0.4385
C -0.2673 -0.6968 -0.4807
C -0.2171 -2.1705 -0.3650
N -1.7016 -0.2977 -0.3491
N 2.1168 0.1075 0.0304
O 2.9026 0.3841 0.8868
O 2.3844 -0.1077 -1.1125
H -1.4657 2.9067 0.3862
H 1.2656 2.1384 0.5772
H -2.9852 1.1543 0.2542
H 0.7101 -0.1040 1.4893
H 0.0242 -0.3386 -1.5640
H -0.6231 -2.6309 0.5209
H 0.7623 -2.5686 -0.3677
H -0.9355 -2.5515 -1.0807
```